No. 1
ORCA calculation (wB97M-V/def2-TZVPD) on 2 unconnected molecules or ions with the total composition CH2Cl2N2.

Values from the calculation:
Net charge ... 0
Lowest unoccupied orbital energy ... -0.105 eV
Energy relative to the best compared isomer or geometry (same formula, charge and spin) ... 1.963 eV
Molecular weight ... 112.95 g/mol
E_HOMO ... -10.339 eV
Total energy ... -1069.1000 a.u.
Kohn-Sham gap ... 0.37608 Ha

Structure (XYZ):
```
7
Properties=species:S:1:pos:R:3:forces:R:3:lowdin_charge:R:1
C -0.0570 0.0031 -0.5471 2.599 -0.447 0.751 -0.58
N 0.6965 -0.9980 -0.4732 -2.089 1.939 -0.539 0.15
N -0.4862 1.2040 -0.5936 0.570 -2.992 0.006 -0.33
Cl -1.6568 0.8380 -1.8263 -1.284 0.654 -1.255 0.61
Cl 0.5243 0.9669 2.2046 0.137 -1.439 -0.629 0.27
H 0.5316 -0.0904 1.3459 0.239 1.578 1.692 -0.22
H 0.4476 -1.9236 -0.1103 -0.173 0.707 -0.026 0.10
```
Forces are in eV/Å.


No. 2
ORCA calculation (wB97M-V/def2-TZVPD) on 2 unconnected molecules or ions with the total composition CH2Cl2N2.

Values from the calculation:
Net charge ... 0
Lowest unoccupied orbital energy (alpha / beta) ... 0.772 / -0.059 eV
Energy relative to the best compared isomer or geometry (same formula, charge and spin) ... 3.274 eV
Molecular weight ... 112.95 g/mol
E_HOMO (alpha / beta) ... -8.042 / -7.789 eV
Total energy ... -1069.0518 a.u.
Kohn-Sham gap (alpha / beta) ... 0.32394 / 0.28407 Ha

Structure (XYZ):
```
7
Properties=species:S:1:pos:R:3:forces:R:3:lowdin_charge:R:1
C -0.8425 0.3441 1.2889 0.760 0.029 0.428 -1.20
N 1.1348 -0.2668 -1.3137 0.076 1.975 1.578 -0.05
N 0.8282 -1.1021 -0.5804 -0.006 -1.142 -0.724 0.04
Cl -2.2859 -0.1694 0.6613 -1.078 -0.404 -0.400 0.59
Cl -0.0675 1.6560 0.6295 0.180 1.581 -0.391 0.58
H -0.1164 -0.3574 1.6046 0.030 -0.939 0.590 -0.03
H 1.3492 -0.1045 -2.2902 0.038 -1.100 -1.081 0.07
```
Forces are in eV/Å.